# C21H22NO3

A structure of composition C21H22NO3 (wB97M-V/def2-TZVPD, the Open Molecules 2025 dataset).

Orbital gap in eV: 5.366
Energy above the lowest of the compared OMol25 structures with the same formula, charge and spin in eV: 4.267
Maximum force in eV/Å: 6.1

```
! wB97M-V def2-TZVPD RIJCOSX def2/J DEFGRID3
* xyz -1 1
C 1.497 -0.791 2.842
C 0.278 0.138 2.818
C -0.905 -0.411 2.264
C -2.163 0.383 2.086
O 0.357 1.305 3.273
H 1.259 -1.857 2.983
H 2.036 -0.684 1.887
H 2.161 -0.447 3.642
H -0.999 -1.520 2.256
H -2.978 -0.298 2.342
H -2.245 1.351 2.600
C -3.888 5.238 0.327
C -3.847 3.981 -0.487
O -3.315 2.950 0.436
C -3.447 1.737 -0.146
C -3.051 0.548 0.680
N -3.364 -0.603 0.066
C -4.266 -1.510 0.391
C -4.298 -2.765 -0.375
C -5.208 -3.822 -0.119
C -5.121 -5.007 -0.855
C -4.159 -5.147 -1.868
C -3.278 -4.087 -2.144
C -3.359 -2.905 -1.408
C -5.159 -1.252 1.552
C -5.224 -2.202 2.586
C -5.855 -1.867 3.785
C -6.432 -0.596 3.947
C -6.379 0.341 2.902
C -5.737 0.022 1.717
O -3.769 1.606 -1.322
H -4.305 6.049 -0.264
H -4.518 5.088 1.207
H -2.886 5.520 0.657
H -4.849 3.668 -0.801
H -3.199 4.065 -1.371
H -1.856 0.819 0.796
H -5.962 -3.714 0.663
H -5.809 -5.827 -0.636
H -4.093 -6.069 -2.428
H -2.531 -4.181 -2.929
H -2.686 -2.068 -1.598
H -4.717 -3.161 2.449
H -5.880 -2.598 4.588
H -6.909 -0.337 4.878
H -6.821 1.330 3.014
H -5.651 0.757 0.909
*
```

---

# ClHOS

The molecule ClHOS (wB97M-V/def2-TZVPD, the Open Molecules 2025 dataset).

Orbital gap in eV: 8.330
Energy above the lowest of the compared OMol25 structures with the same formula, charge and spin in eV: 1.907
Maximum force in eV/Å: 3.6

```
! wB97M-V def2-TZVPD RIJCOSX def2/J DEFGRID3
* xyz 0 1
S -0.828 -0.264 -0.967
O 1.095 -0.316 -0.263
Cl 1.081 -0.246 1.405
H -1.347 0.827 -0.175
*
```

---

# C18H18N2O5

The molecule C18H18N2O5 (wB97M-V/def2-TZVPD, the Open Molecules 2025 dataset).

Orbital gap in eV: 7.396
Energy above the lowest of the compared OMol25 structures with the same formula, charge and spin in eV: 4.942
Maximum force in eV/Å: 1.4

```
! wB97M-V def2-TZVPD RIJCOSX def2/J DEFGRID3
* xyz 0 1
C 1.841 -1.016 -4.319
O 0.816 -1.768 -3.713
C 0.815 -1.884 -2.366
C 1.852 -1.506 -1.522
C 1.734 -1.664 -0.151
C 0.588 -2.203 0.401
C -0.453 -2.589 -0.429
C -0.354 -2.429 -1.800
O -1.366 -2.802 -2.664
C -2.580 -2.103 -2.530
C -2.432 -0.588 -2.727
N -1.843 0.045 -1.570
C -0.680 0.740 -1.616
O -0.119 1.032 -2.654
C -0.119 1.118 -0.296
C -0.819 1.341 0.819
C -0.248 1.716 2.103
C 1.090 1.461 2.422
C 1.602 1.822 3.649
C 0.776 2.447 4.578
N 1.308 2.827 5.860
O 0.557 3.368 6.644
O 2.476 2.585 6.079
C -0.560 2.703 4.287
C -1.064 2.331 3.060
H 1.601 -1.000 -5.381
H 2.822 -1.479 -4.179
H 1.847 0.008 -3.932
H 2.752 -1.073 -1.928
H 2.553 -1.366 0.488
H 0.501 -2.328 1.469
H -1.351 -3.019 -0.009
H -3.224 -2.512 -3.312
H -3.047 -2.299 -1.552
H -3.420 -0.155 -2.922
H -1.773 -0.384 -3.575
H -2.203 -0.233 -0.670
H 0.950 1.269 -0.322
H -1.901 1.289 0.803
H 1.721 0.959 1.707
H 2.631 1.628 3.910
H -1.178 3.185 5.029
H -2.100 2.526 2.827
*
```

---

Q: What is the energy above the lowest of the compared OMol25 structures with the same formula, charge and spin in the first record?
A: 4.267 eV